Record 1
53
Properties=species:S:1:pos:R:3 method="wB97M-V/def2-TZVPD" e_homo_ha=-0.306 total_charge=0 smiles="COc1ccccc1OCC(=O)NN=C(Cc1ccccc1)Cc1ccccc1" relative_energy_kj_mol=336.3
C 2.2900 -3.2272 -0.5906
O 1.6109 -2.9462 0.6093
C 0.2801 -2.6450 0.5699
C -0.5276 -2.8625 -0.5394
C -1.8823 -2.5792 -0.5084
C -2.4575 -2.0888 0.6480
C -1.6627 -1.8438 1.7527
C -0.2941 -2.0865 1.7273
O 0.3718 -1.7198 2.8711
C 1.7783 -1.5902 2.8921
C 2.3813 -0.7777 1.7399
O 3.5314 -0.8892 1.3972
N 1.4741 0.0700 1.1764
N 1.7109 0.6870 -0.0018
C 0.8131 1.3733 -0.5743
C 1.1436 1.9235 -1.9316
C 0.2701 1.2338 -2.9490
C 0.3624 -0.1448 -3.1002
C -0.4523 -0.8115 -3.9949
C -1.3724 -0.1055 -4.7531
C -1.4690 1.2673 -4.6115
C -0.6545 1.9330 -3.7105
C -0.5939 1.6062 -0.0666
C -0.6360 2.1266 1.3480
C 0.2815 3.0807 1.7750
C 0.2473 3.5543 3.0741
C -0.7077 3.0867 3.9609
C -1.6336 2.1475 3.5401
C -1.5985 1.6714 2.2418
H 3.3458 -3.2293 -0.3251
H 2.0062 -4.2049 -0.9930
H 2.1139 -2.4515 -1.3406
H -0.0966 -3.2702 -1.4394
H -2.4817 -2.7534 -1.3884
H -3.5162 -1.8843 0.6905
H -2.0783 -1.4465 2.6656
H 1.9935 -1.0783 3.8363
H 2.2745 -2.5663 2.9031
H 0.5660 0.1829 1.6246
H 2.1963 1.7254 -2.1385
H 0.9696 3.0013 -1.9555
H 1.0828 -0.6858 -2.5039
H -0.3724 -1.8833 -4.1043
H -2.0106 -0.6244 -5.4529
H -2.1824 1.8234 -5.2019
H -0.7368 3.0060 -3.6053
H -1.0882 2.3203 -0.7302
H -1.1530 0.6648 -0.1298
H 1.0317 3.4447 1.0876
H 0.9693 4.2907 3.3944
H -0.7316 3.4546 4.9757
H -2.3846 1.7823 4.2250
H -2.3218 0.9385 1.9137



Record 2
27
Properties=species:S:1:pos:R:3 method="wB97M-V/def2-TZVPD" e_homo_ha=-0.530 total_charge=+1 relative_energy_kj_mol=95.7
C 1.9153 0.1036 -0.2334
O 1.9270 0.9476 -1.4267
C 0.4260 -0.0386 0.0776
C -0.0894 -0.5285 1.4323
C -1.6051 -0.7360 1.4588
C -1.9615 -1.9588 0.5857
N -0.0497 1.4173 -0.0500
H 2.5243 0.6213 0.5511
H 2.5338 -0.7509 -0.5150
H 2.5771 0.5652 -2.0215
H 0.0020 -0.6074 -0.7471
H 0.5540 -1.3984 1.6199
H 0.3602 -0.0302 2.3068
H -2.0197 -0.8894 2.4700
H -2.0138 0.1492 0.9432
H -1.0826 -2.5670 0.3779
H -2.5908 -2.6916 1.0975
H -2.4332 -1.7144 -0.3572
H 0.1601 1.8544 -0.9435
H 0.4600 1.8911 0.7127
H -1.0424 1.4433 0.1843
H -2.9919 -1.1632 -3.3402
H -1.5254 -1.5944 -3.8510
O -2.0475 -1.1825 -3.1526
H 2.9736 2.6454 0.2595
H 2.6950 3.4339 1.5867
O 2.3447 2.7789 0.9740



Record 3
149
Properties=species:S:1:pos:R:3 method="wB97M-V/def2-TZVPD" e_homo_ha=-0.492 total_charge=+2
Sn -14.6688 -20.3506 -12.8178
C -16.0282 -19.0019 -6.7532
C -16.8788 -17.7989 -7.0687
C -17.5785 -17.9676 -8.4073
C -16.6652 -18.1887 -9.5840
N -15.9616 -18.3610 -10.4881
H -15.1423 -19.1727 -7.3648
H -16.6423 -19.9019 -6.7228
H -15.7010 -18.8119 -5.7310
H -16.3218 -16.8621 -7.0823
H -17.7090 -17.7104 -6.3680
H -18.0842 -17.0433 -8.6866
H -18.3462 -18.7412 -8.3992
C -14.0841 -21.1876 -18.3884
C -13.7465 -19.7304 -18.7929
C -13.7470 -18.7308 -17.6536
C -14.6777 -19.0250 -16.5556
N -15.4087 -19.3216 -15.7298
H -13.1607 -21.6408 -18.0279
H -14.4881 -21.7781 -19.2107
H -14.9014 -21.1412 -17.6686
H -14.5627 -19.3477 -19.4057
H -12.8680 -19.7513 -19.4377
H -13.9401 -17.7337 -18.0493
H -12.7876 -18.6221 -17.1478
C -11.2231 -14.8332 -14.3028
C -10.4913 -15.9775 -13.5965
C -10.2962 -17.2368 -14.4801
C -11.3819 -18.2497 -14.6201
N -12.2047 -19.0530 -14.6803
H -11.3251 -14.0711 -13.5303
H -12.2507 -14.9396 -14.6504
H -10.6869 -14.4065 -15.1505
H -11.1137 -16.3148 -12.7677
H -9.5382 -15.6407 -13.1887
H -9.4444 -17.7193 -14.0009
H -10.1267 -16.9649 -15.5219
C -15.1223 -27.1467 -11.8977
C -16.3705 -26.6284 -11.2207
C -17.0109 -25.3915 -11.8272
C -16.0437 -24.2929 -12.1881
N -15.3386 -23.4308 -12.5150
H -15.3490 -27.2976 -12.9531
H -14.6859 -28.0124 -11.3995
H -14.3953 -26.3347 -11.9175
H -16.1183 -26.3828 -10.1892
H -17.0293 -27.4967 -11.2205
H -17.7021 -24.8929 -11.1477
H -17.6021 -25.6377 -12.7092
C -17.1781 -24.0445 -8.0284
C -18.2291 -22.9631 -7.7101
C -18.7388 -22.1135 -8.9304
C -17.7637 -21.7305 -9.9491
N -17.0013 -21.3741 -10.7704
H -16.8452 -24.5539 -7.1241
H -16.3072 -23.5740 -8.4850
H -17.5054 -24.7627 -8.7802
H -17.6984 -22.1725 -7.1796
H -19.0789 -23.2984 -7.1156
H -19.1912 -21.1922 -8.5635
H -19.5114 -22.5297 -9.5769
C -14.1289 -24.8704 -18.2523
C -12.7764 -25.1322 -17.5438
C -12.8129 -24.9601 -16.0329
C -13.2790 -23.6773 -15.5341
N -13.7331 -22.6505 -15.2273
H -14.0730 -25.3163 -19.2454
H -14.2452 -23.7947 -18.3846
H -15.0580 -25.2574 -17.8337
H -12.1016 -24.3608 -17.9151
H -12.4024 -26.1330 -17.7597
H -11.8199 -25.1387 -15.6202
H -13.4998 -25.6646 -15.5638
C -13.0946 -25.5390 -8.9464
C -11.8618 -24.6935 -8.3951
C -12.2302 -23.2964 -7.9436
C -12.9095 -22.5516 -9.0308
N -13.4226 -21.9727 -9.9197
H -13.3689 -25.1421 -9.9238
H -13.9300 -25.5166 -8.2466
H -12.6969 -26.5431 -9.0934
H -11.0486 -24.7024 -9.1209
H -11.4245 -25.2737 -7.5825
H -11.4594 -22.6297 -7.5569
H -12.9929 -23.3718 -7.1685
C -19.7001 -16.3320 -11.0157
C -18.6007 -15.6816 -11.8414
C -18.4340 -16.1771 -13.2764
C -17.8614 -17.5433 -13.3892
N -17.4622 -18.6417 -13.4234
H -20.5868 -16.4338 -11.6413
H -20.0386 -15.7666 -10.1475
H -19.3722 -17.3401 -10.7624
H -17.6059 -15.6411 -11.3977
H -18.8809 -14.6285 -11.8677
H -17.6883 -15.5700 -13.7897
H -19.3915 -16.1210 -13.7942
C -14.8999 -13.2364 -12.0478
C -13.8540 -14.0282 -11.2189
C -14.1451 -15.5191 -11.0660
C -14.4181 -16.2067 -12.3131
N -14.6234 -16.7253 -13.3315
H -15.0381 -13.5971 -13.0670
H -14.5322 -12.2128 -12.1201
H -15.8919 -13.1431 -11.6058
H -13.6941 -13.5754 -10.2403
H -12.8771 -13.8337 -11.6617
H -15.0174 -15.6663 -10.4293
H -13.2879 -16.0094 -10.6046
C -8.5852 -20.9464 -10.1728
C -9.3540 -22.2907 -10.1185
C -9.7571 -22.8073 -11.4899
C -10.7426 -21.9899 -12.1538
N -11.5794 -21.3643 -12.6468
H -7.5124 -21.1101 -10.0714
H -8.9209 -20.4004 -9.2912
H -8.8219 -20.2901 -11.0103
H -10.2669 -22.2722 -9.5232
H -8.8474 -23.0514 -9.5245
H -10.2142 -23.7924 -11.3974
H -8.8758 -22.9222 -12.1210
C -10.5608 -18.5613 -6.4460
C -11.0718 -18.9934 -7.8279
C -12.0947 -18.0258 -8.3853
C -12.3450 -18.3163 -9.7968
N -12.5286 -18.6136 -10.9225
H -9.7745 -17.8067 -6.4279
H -10.1324 -19.3751 -5.8610
H -11.3532 -18.1785 -5.8028
H -11.5114 -19.9908 -7.8299
H -10.1930 -19.0488 -8.4704
H -11.6006 -17.0548 -8.3521
H -13.0395 -17.9886 -7.8430
Cl -19.5398 -16.9897 -17.8396
C -18.2683 -18.1309 -17.3394
C -18.7803 -19.2071 -16.3786
Cl -20.1446 -20.0903 -17.0433
H -17.3569 -17.5922 -17.0798
H -18.0680 -18.6297 -18.2877
H -19.0311 -18.8389 -15.3838
H -18.0034 -19.9285 -16.1253
Cl -16.4741 -25.1394 -15.2779
C -18.0787 -24.5287 -15.7518
C -18.0061 -23.0853 -16.2043
Cl -17.8197 -22.0158 -14.7865
H -18.7129 -24.6093 -14.8690
H -18.5033 -25.1746 -16.5204
H -18.8896 -22.7324 -16.7363
H -17.1805 -22.9407 -16.9011



Record 4
51
Properties=species:S:1:pos:R:3 method="wB97M-V/def2-TZVPD" e_homo_ha=-0.332 total_charge=0 smiles="CCC(C(=O)N[C@@H](C)c1ccccc1)C(=O)N[C@@H](C)c1ccccc1" relative_energy_kj_mol=39.4
C -1.2404 -4.2803 0.5632
C -0.2949 -3.3162 -0.1407
C -0.3045 -1.9321 0.5161
C 0.5009 -0.9292 -0.2948
O 0.3914 -0.8542 -1.5081
N 1.2705 -0.1010 0.4272
C 2.0120 1.0111 -0.1527
C 1.5850 2.3087 0.5231
C 3.4930 0.6990 -0.0804
C 4.3778 1.3679 0.7527
C 5.7151 1.0070 0.7889
C 6.1819 -0.0289 0.0005
C 5.3043 -0.7055 -0.8308
C 3.9717 -0.3425 -0.8702
C -1.7121 -1.3144 0.5829
O -2.2070 -0.9800 1.6384
N -2.2837 -1.1883 -0.6310
C -3.4567 -0.3439 -0.8669
C -4.6684 -0.9016 -0.1284
C -3.0861 1.0836 -0.5129
C -3.5474 1.7311 0.6232
C -3.1112 3.0106 0.9254
C -2.2077 3.6567 0.1010
C -1.7379 3.0152 -1.0335
C -2.1733 1.7385 -1.3353
H -2.2631 -3.9144 0.5177
H -1.2004 -5.2596 0.0924
H -0.9654 -4.3892 1.6099
H -0.5714 -3.2223 -1.1920
H 0.7252 -3.7077 -0.1039
H 0.0676 -2.0030 1.5414
H 1.2994 -0.1921 1.4306
H 1.7140 1.0346 -1.2081
H 2.1252 3.1496 0.0967
H 0.5187 2.4637 0.3703
H 1.7734 2.2701 1.5941
H 4.0373 2.1795 1.3763
H 6.3938 1.5395 1.4392
H 7.2248 -0.3076 0.0318
H 5.6607 -1.5146 -1.4513
H 3.2851 -0.8660 -1.5197
H -1.6513 -1.2950 -1.4153
H -3.6495 -0.3920 -1.9457
H -4.9009 -1.8926 -0.5119
H -4.4560 -0.9836 0.9329
H -5.5284 -0.2549 -0.2815
H -4.2399 1.2395 1.2858
H -3.4773 3.5028 1.8146
H -1.8678 4.6538 0.3406
H -1.0318 3.5103 -1.6848
H -1.7945 1.2400 -2.2167



Record 5
18
Properties=species:S:1:pos:R:3 method="wB97M-V/def2-TZVPD" e_homo_ha=-0.497 total_charge=+1 relative_energy_kj_mol=128.5
C -3.3576 0.6021 0.4514
C 1.4830 -1.4173 -0.6704
C 1.4415 1.3710 -0.2670
C -2.2844 -0.3662 0.4362
O 3.3122 0.0801 0.6979
O -1.2146 -0.2918 -0.0421
S 1.6393 -0.0991 0.6413
H -4.0256 0.2988 -0.2676
H -3.7461 0.4991 1.4624
H -2.9287 1.4856 0.1182
H 2.4133 -2.0239 -0.8144
H 1.0629 -1.0558 -1.6113
H 0.8196 -2.1668 -0.2516
H 2.2556 1.6287 -0.8926
H 1.2941 2.1544 0.3947
H 0.6833 1.4074 -1.0360
H 3.7525 -0.7242 0.8410
H -2.6004 -1.3822 0.8099



Record 6
26
Properties=species:S:1:pos:R:3 method="wB97M-V/def2-TZVPD" e_homo_ha=-0.330 total_charge=0 smiles=Cc1ccccc1.CCC relative_energy_kj_mol=210.7
C 0.4434 2.7631 -1.2274
C -0.0099 2.0865 0.0856
C -0.8098 0.9698 0.1018
C -1.2156 0.3998 1.2762
C -0.7636 0.9422 2.4533
C 0.1537 2.0154 2.4321
C 0.5209 2.6413 1.2532
H 1.2944 3.4669 -1.0755
H -0.3924 3.3025 -1.5911
H 0.8097 2.0222 -1.9592
H -1.2535 0.6432 -0.8777
H -1.8152 -0.4834 1.2370
H -0.9543 0.4498 3.5430
H 0.5578 2.4046 3.4005
H 1.1439 3.6090 1.2151
C -0.5015 -2.6571 0.0218
C 0.0450 -1.8131 -1.1266
C 1.0979 -2.7303 -1.6541
H 0.2417 -2.9872 0.7244
H -1.3805 -2.1574 0.4962
H -0.9331 -3.5262 -0.3804
H 0.5425 -0.7709 -0.7215
H -0.8362 -1.3668 -1.9026
H 0.6245 -3.2809 -2.5465
H 1.4431 -3.5829 -1.0652
H 1.9473 -2.3600 -2.1123



Record 7
21
Properties=species:S:1:pos:R:3 method="wB97M-V/def2-TZVPD" e_homo_ha=-0.274 total_charge=0 smiles="C=C/C(C)=C/N.O.O" relative_energy_kj_mol=211.6
C 1.7579 -1.2918 2.3814
C 1.1873 -0.5277 1.4553
C 1.0916 -0.8164 0.0159
C 1.3917 -2.1868 -0.5078
C 0.6026 0.1461 -0.7856
N 0.3109 -0.0525 -2.1164
H 2.2412 -2.2372 2.2441
H 1.7296 -1.0059 3.4326
H 0.6996 0.3873 1.7835
H 0.4681 -2.7043 -0.7960
H 1.8129 -2.8083 0.2842
H 2.0275 -2.1363 -1.3909
H 0.6176 1.1716 -0.4349
H 0.0035 -0.9682 -2.3796
H 0.2333 0.7281 -2.7294
O -2.3186 4.5055 -0.0235
H -2.9394 5.2358 -0.1773
H -1.6330 4.4952 -0.7102
O -3.2806 -0.3176 0.2179
H -3.2810 0.4716 0.7701
H -2.7226 -0.0882 -0.5334



Record 8
84
Properties=species:S:1:pos:R:3 method="wB97M-V/def2-TZVPD" e_homo_ha=-0.311 total_charge=-1
P -10.5055 13.0024 18.7584
F -9.5732 14.3098 18.4246
F -11.7407 14.0222 18.7038
F -10.5727 12.6995 17.1718
F -11.4008 11.6871 19.1463
F -9.2050 12.0672 18.9198
F -10.3531 13.3883 20.3557
C -11.8478 17.9108 20.2442
C -11.3980 17.6213 21.6746
C -10.5853 16.3159 21.7897
O -9.4233 16.6523 22.5180
C -9.4160 17.9659 22.7852
O -8.5432 18.5271 23.3674
O -10.4780 18.5715 22.2291
H -12.2230 18.9373 20.2707
H -12.7018 17.2825 19.9961
H -11.0625 17.8162 19.4996
H -12.2603 17.5837 22.3404
H -10.3247 15.9578 20.7904
H -11.1115 15.4719 22.2369
C -10.1934 12.6983 23.4979
C -10.4753 11.5383 22.5770
C -9.2381 10.7893 22.0138
O -9.4477 9.4469 22.4332
C -10.5411 9.3287 23.1776
O -11.0716 8.3020 23.5108
O -11.1687 10.5077 23.2778
H -9.9005 13.5207 22.8364
H -9.4320 12.6002 24.2704
H -11.1084 13.0639 23.9695
H -11.0607 11.8557 21.7215
H -8.3833 11.2363 22.5401
H -8.9730 10.9508 20.9757
C -15.7310 13.4730 19.4007
C -14.6484 12.4736 19.7413
C -13.9037 12.5829 21.0897
O -14.0333 11.3421 21.7060
C -14.8318 10.5300 20.9926
O -15.1851 9.4374 21.2564
O -15.2753 11.1954 19.8622
H -15.2007 14.4378 19.3757
H -16.4021 13.6219 20.2521
H -16.2168 13.3157 18.4444
H -13.9321 12.6549 18.9334
H -14.4455 13.3725 21.6226
H -12.9293 12.9728 20.8085
C -12.1622 15.4402 15.5178
C -12.8303 14.1303 15.1694
C -13.5929 13.4923 16.3360
O -14.9010 13.2299 15.8417
C -15.0297 13.7788 14.6237
O -16.0112 13.7929 13.9588
O -13.9018 14.4262 14.2585
H -12.8684 16.1217 15.9913
H -11.8284 15.9307 14.5996
H -11.2600 15.3251 16.1195
H -12.2142 13.4036 14.6360
H -13.5491 14.2021 17.1611
H -12.9867 12.6335 16.6256
C -12.9398 8.5187 18.7245
C -12.2081 8.2487 20.0446
C -12.8308 7.1151 20.9196
O -11.7393 6.2214 21.1212
C -10.7191 6.5287 20.3310
O -9.8599 5.7984 19.9756
O -10.9328 7.7516 19.7183
H -12.3947 9.3318 18.2445
H -13.9557 8.8959 18.8907
H -13.0825 7.6601 18.0693
H -12.1088 9.1778 20.6113
H -13.7413 6.7505 20.4536
H -13.0381 7.6343 21.8535
C -6.6929 10.6391 17.6622
O -6.7778 9.5175 16.8076
C -7.8926 9.2132 16.1490
O -8.0148 8.2263 15.4954
O -8.8655 10.1084 16.3796
C -10.0333 9.9576 15.6074
H -7.0689 11.5425 17.1794
H -5.6759 10.8506 17.9847
H -7.2782 10.5487 18.5776
H -10.5967 10.8825 15.7071
H -10.6740 9.1424 15.9548
H -9.7911 9.7494 14.5630